1.
7
Properties=species:S:1:pos:R:3 method="wB97M-V/def2-TZVPD" e_lumo_ha="-0.027 / -0.027" homo_energy_ha="-0.338 / -0.338" charge=0 relative_energy_ev=0.6190
N -1.700 -0.246 0.305
O -1.744 0.999 0.205
P -0.276 -0.978 -0.177
P 1.437 0.239 0.049
H -0.175 -1.818 0.919
H 0.691 1.680 0.007
H 1.767 0.125 -1.307

---

2.
44
Properties=species:S:1:pos:R:3 method="wB97M-V/def2-TZVPD" e_lumo_ha=-0.137 homo_energy_ha=-0.237 charge=0 relative_energy_ev=2.3606
F -1.272 -4.168 -3.172
C -0.199 -3.366 -2.851
C 1.085 -3.867 -3.073
C 2.140 -3.014 -2.738
F 3.424 -3.481 -2.922
C 1.956 -1.738 -2.230
C 0.635 -1.243 -2.004
C 0.416 0.065 -1.469
C -0.845 0.639 -1.305
C -1.077 1.918 -0.800
C -2.374 2.489 -0.611
C -2.523 3.827 -0.136
C -3.788 4.362 0.039
F -3.911 5.657 0.494
C -4.965 3.654 -0.229
C -4.802 2.349 -0.694
F -5.933 1.615 -0.975
C -3.564 1.753 -0.886
C -0.451 -2.106 -2.331
H 1.251 -4.854 -3.486
H 2.820 -1.106 -2.017
H 1.302 0.652 -1.217
H -1.714 0.051 -1.607
H -0.222 2.547 -0.538
H -1.639 4.425 0.083
H -5.945 4.093 -0.087
H -3.506 0.727 -1.246
H -1.478 -1.780 -2.176
O 1.536 -1.173 4.886
C 0.781 -0.386 4.336
C 1.324 -0.242 2.697
C 2.709 0.444 2.616
C 3.565 -0.490 1.720
C 2.712 -1.752 1.485
N 1.470 -1.499 2.164
O -0.186 0.345 4.501
H 0.543 0.360 2.222
H 2.594 1.448 2.198
H 3.147 0.492 3.623
H 3.804 0.008 0.773
H 4.492 -0.773 2.226
H 2.566 -1.920 0.406
H 3.193 -2.665 1.866
H 0.927 -2.298 2.463

---

3.
73
Properties=species:S:1:pos:R:3 method="wB97M-V/def2-TZVPD" e_lumo_ha=0.110 homo_energy_ha=-0.200 charge=-1 relative_energy_ev=0.5505
I 0.091 -0.065 -0.916
C 4.426 -0.831 -1.581
C 3.938 -0.285 -2.936
C 3.244 -1.430 -3.688
O 3.011 0.780 -2.751
H 3.616 -1.297 -1.021
H 5.070 -0.169 -1.004
H 5.128 -1.643 -1.830
H 4.824 0.001 -3.506
H 3.857 -2.338 -3.577
H 3.178 -1.331 -4.774
H 2.255 -1.686 -3.310
H 2.431 0.440 -2.041
C 0.862 -4.927 -0.602
C 0.842 -4.329 0.787
C 2.100 -3.604 1.198
O -0.297 -3.452 0.927
H 1.341 -4.254 -1.321
H -0.130 -5.209 -0.950
H 1.424 -5.869 -0.660
H 0.587 -5.133 1.488
H 2.098 -3.178 2.195
H 2.344 -2.903 0.394
H 2.932 -4.324 1.192
H -0.011 -2.610 0.534
C 2.788 -0.046 4.500
C 2.349 0.485 3.130
C 3.519 0.490 2.144
O 1.262 -0.302 2.723
H 2.094 0.181 5.313
H 3.763 0.344 4.804
H 2.876 -1.136 4.515
H 2.022 1.530 3.259
H 3.200 1.069 1.272
H 3.771 -0.520 1.818
H 4.399 0.964 2.576
H 0.985 -0.016 1.835
C -1.613 3.773 -2.716
C -0.155 4.148 -2.337
C -0.015 4.521 -0.859
O 0.731 3.058 -2.678
H -2.114 4.642 -3.148
H -2.126 3.467 -1.804
H -1.615 2.976 -3.455
H 0.231 4.946 -2.977
H 0.767 5.271 -0.754
H 0.196 3.673 -0.208
H -0.973 4.911 -0.499
H 0.365 2.316 -2.153
C -4.069 0.721 -2.765
C -4.487 0.296 -1.368
C -5.936 -0.220 -1.406
O -3.612 -0.656 -0.833
H -4.202 -0.183 -3.372
H -3.007 0.981 -2.749
H -4.604 1.525 -3.266
H -4.562 1.181 -0.718
H -6.327 -0.448 -0.416
H -6.034 -1.132 -2.006
H -6.542 0.508 -1.947
H -2.714 -0.325 -1.018
C -1.521 0.936 3.705
C -2.600 0.011 3.143
C -3.666 0.798 2.428
O -2.034 -0.907 2.201
H -0.919 1.357 2.892
H -0.845 0.453 4.407
H -1.964 1.820 4.175
H -3.005 -0.523 4.004
H -4.480 0.163 2.083
H -3.231 1.307 1.564
H -4.115 1.614 3.009
H -1.391 -0.376 1.704

---

4.
11
Properties=species:S:1:pos:R:3 method="wB97M-V/def2-TZVPD" e_lumo_ha=0.038 homo_energy_ha=-0.337 charge=0 relative_energy_ev=3.7795
O -1.373 0.769 1.091
C -0.250 0.431 1.365
N -0.540 0.597 -1.526
C -0.491 -0.570 -2.010
C 0.997 -0.334 1.161
C 0.856 0.457 2.225
H -1.382 1.086 -1.830
H 0.344 -1.200 -1.704
H -1.211 -1.018 -2.704
H 1.794 -0.998 0.829
H 1.323 0.783 3.131

---

5.
96
Properties=species:S:1:pos:R:3 method="wB97M-V/def2-TZVPD" e_lumo_ha="-0.453 / -0.474" multiplicity=4 homo_energy_ha="-0.575 / -0.575" charge=+4
W 1.628 2.390 -1.327
C 3.069 0.200 1.444
C 3.437 0.005 -0.005
N 2.976 0.795 -1.026
C 3.650 0.509 -2.269
C 4.256 -0.713 -2.244
S 4.113 -1.440 -0.650
C 3.508 1.550 -3.308
C 4.305 2.063 -4.308
S 3.638 3.661 -4.808
C 2.152 3.298 -4.091
N 2.262 2.249 -3.227
C 0.966 4.150 -4.162
H 3.955 -0.123 2.013
H 2.184 -0.445 1.662
H 2.806 1.246 1.630
H 4.919 -1.096 -3.027
H 5.341 1.795 -4.482
H -0.007 3.601 -4.304
H 1.143 4.739 -5.080
H 0.922 4.796 -3.231
N 3.714 3.288 3.776
C 3.487 4.067 2.672
N 4.107 5.192 2.573
N 2.659 3.528 1.761
C 2.375 4.112 0.703
N 1.981 3.949 -0.458
H 3.931 3.783 4.633
H 2.870 2.745 3.970
H 4.650 5.577 3.344
H 3.922 5.780 1.740
O -1.377 -4.469 2.361
C -1.631 -3.526 3.190
O -1.836 -2.283 3.006
C -1.703 -4.013 4.624
N -0.820 -5.251 4.596
C -1.172 -6.139 5.688
C -2.689 -5.988 5.872
C -3.046 -4.589 5.170
H -1.348 -3.362 5.433
H 0.177 -5.010 4.610
H -0.975 -5.727 3.657
H -0.707 -5.844 6.635
H -0.885 -7.144 5.425
H -2.950 -6.007 6.927
H -3.327 -6.759 5.422
H -3.507 -3.858 5.865
H -3.657 -4.629 4.295
C -2.810 5.775 -3.133
C -3.596 4.658 -2.985
C -3.112 3.514 -2.270
C -1.795 3.514 -1.741
C -1.099 4.743 -1.861
C -1.510 5.788 -2.693
Ge -0.751 2.021 -0.921
C -1.352 1.945 0.961
C -1.528 3.196 1.588
C -1.765 3.306 2.947
C -1.980 2.141 3.715
C -1.738 0.904 3.105
C -1.437 0.810 1.754
C -1.554 0.491 -1.733
C -1.394 -0.740 -1.111
C -2.459 -1.646 -1.137
C -3.478 -1.328 -2.041
C -3.416 -0.257 -2.932
C -2.444 0.653 -2.795
H -3.219 6.614 -3.671
H -4.656 4.665 -3.184
H -3.669 2.630 -2.194
H -0.168 4.913 -1.352
H -0.723 6.511 -2.902
H -1.467 4.118 0.937
H -1.896 4.297 3.472
H -2.219 2.205 4.756
H -1.739 -0.061 3.668
H -1.225 -0.198 1.430
H -0.608 -0.945 -0.461
H -2.467 -2.539 -0.537
H -4.394 -1.857 -1.957
H -4.138 -0.112 -3.708
H -2.366 1.501 -3.474
O 0.816 -5.983 -0.756
S 1.584 -5.717 -1.981
C 0.397 -5.700 -3.446
C -0.149 -4.302 -3.616
C 0.877 -3.235 -3.062
C 1.891 -3.891 -2.142
H -0.404 -6.408 -3.202
H 0.897 -5.901 -4.397
H -1.070 -4.264 -2.988
H -0.521 -4.115 -4.645
H 0.316 -2.375 -2.608
H 1.401 -2.806 -3.920
H 1.697 -3.555 -1.100
H 2.969 -3.633 -2.366

---

6.
26
Properties=species:S:1:pos:R:3 method="wB97M-V/def2-TZVPD" e_lumo_ha="-0.106 / -0.396" multiplicity=2 homo_energy_ha="-0.462 / -0.461" charge=+1 relative_energy_ev=0.3358
Cl -4.647 -2.052 -3.957
C -3.447 -2.615 -2.841
C -4.241 -2.901 -1.546
Cl -3.151 -3.763 -0.460
H -2.672 -1.857 -2.727
H -3.031 -3.551 -3.213
H -5.030 -3.614 -1.788
H -4.548 -2.072 -0.908
Cl 3.893 3.854 -0.693
C 5.134 2.862 0.063
C 4.519 1.816 1.058
Cl 3.808 2.627 2.512
H 5.921 3.516 0.440
H 5.617 2.321 -0.751
H 5.334 1.162 1.368
H 3.851 1.102 0.576
C 0.646 -0.525 -0.074
Cl 0.736 1.060 -0.977
Cl 2.260 -1.249 0.235
Cl -0.282 -1.672 -1.005
H 0.097 -0.469 0.866
C -2.196 1.245 2.662
Cl -2.428 -0.561 2.468
Cl -0.620 1.930 2.139
Cl -2.510 1.647 4.403
H -3.012 1.757 2.151

---

no.,E (Ha)
1,-814.35980
2,-1376.85637
3,-1463.82919
4,-285.27569
5,-5382.22714
6,-4836.11199